This record from OMol25 describes a cluster of 2 separate species, C26H27N2O3 in total. The level of theory is ωB97M-V with the def2-TZVPD basis set.

Geometry as XYZ:
```
58
Properties=species:S:1:pos:R:3:mulliken_charge:R:1
O 0.13766 5.10669 2.12206 -0.4222
O 6.01948 -2.09722 2.06160 -0.4174
O -3.58050 -0.11919 -5.51602 -0.4178
N -1.58471 -1.96282 1.35882 0.2905
N 0.52945 -2.44776 1.45488 0.4924
C -3.19999 1.11295 -3.43548 -0.6675
C -0.80899 0.28516 -0.60585 -0.8589
C -2.82706 -1.23338 1.35584 -1.0052
C -0.34919 -1.45531 1.08326 -0.7213
C -0.10233 1.53636 1.41767 -0.4199
C 2.55730 -1.09026 1.76557 0.2908
C -0.36906 3.96619 0.01608 -0.6520
C -3.00538 -0.00588 -4.29052 0.8430
C -0.63354 2.77402 -0.61782 -0.9582
C -2.12767 -1.05018 -3.86762 -0.8458
C 0.15526 2.72728 2.06187 -0.7580
C -1.48479 -0.98245 -2.64659 -0.3966
C 4.00307 -3.47913 2.16484 -0.8314
C 4.67302 -2.24007 2.10157 0.6795
C 3.92631 -1.04192 1.99074 -1.0054
C -2.55145 1.16252 -2.21823 -0.8455
C 1.90410 -2.32902 1.68773 0.8083
C -1.58285 0.17613 -1.79776 1.4190
C 2.63114 -3.49385 1.96759 -0.7268
C -1.48266 -3.25518 1.86901 -1.0134
C -0.02843 3.97070 1.39621 0.5929
C -0.54202 1.51076 0.05224 0.5639
C -0.18872 -3.57605 1.89482 -0.1832
C -0.24844 6.38207 1.55159 -0.8317
C -4.39727 0.96801 -6.02598 -0.7910
C 6.86044 -3.23382 1.78256 -0.7988
H 0.04402 0.58119 1.93077 0.5311
H 0.47534 2.75463 3.10241 0.4838
H 1.99141 -0.16489 1.66274 0.2690
H 6.64803 -3.69315 0.80624 0.3490
H -0.86231 2.78204 -1.69049 0.7545
H -3.87798 1.93326 -3.72987 0.3545
H -1.31050 6.40499 1.26819 0.3640
H -0.79443 -1.77611 -2.35855 0.5071
H -4.75178 0.59978 -6.99015 0.2497
H 2.13198 -4.45823 2.02246 0.2008
H 4.47777 -0.09905 1.99748 0.3930
H -2.72006 -0.25891 0.87012 0.3563
H -5.26019 1.18183 -5.37635 0.3323
H -0.19813 -0.65637 -0.18617 0.5180
H -0.44264 4.89974 -0.54822 0.3728
H -3.59359 -1.82050 0.84289 0.3469
H 7.86318 -2.80660 1.76537 0.2540
H 0.37187 6.65380 0.68612 0.3306
H -3.16742 -1.08296 2.38969 0.3221
H -2.71181 2.04712 -1.58530 0.7660
H 6.79617 -3.99892 2.56781 0.3093
H -3.80257 1.88095 -6.18112 0.3523
H 0.26338 -4.45235 2.31506 0.3668
H -1.99553 -1.90213 -4.53672 0.4306
H -0.07218 7.09210 2.35857 0.2573
H 4.53725 -4.41793 2.29000 0.3299
H -2.34147 -3.80865 2.17232 0.4862
```

Computed properties:
Electronic energy = -1341.803552 Ha
Max |F| = 3.485 eV/A
Total charge = +1